[1]
{
  "formula": "C19H52Ba2F6O15",
  "method": "the ωB97M-V functional and the def2-TZVPD basis",
  "symbols": ["Ba", "Ba", "C", "O", "O", "C", "F", "F", "F", "C", "C", "H", "H", "H", "H", "H", "H", "C", "O", "O", "C", "F", "F", "F", "C", "C", "H", "H", "H", "H", "H", "H", "O", "C", "C", "O", "H", "H", "H", "H", "C", "O", "H", "H", "H", "H", "C", "O", "H", "H", "H", "H", "C", "O", "H", "H", "H", "H", "C", "O", "H", "H", "H", "H", "C", "O", "H", "H", "H", "H", "C", "O", "H", "H", "H", "H", "C", "O", "H", "H", "H", "H", "C", "O", "H", "H", "H", "H", "C", "O", "H", "H", "H", "H"],
  "xyz": [[3.52076, 1.62855, -0.31804], [2.94982, -0.43275, -3.83917], [1.38808, 2.65583, -3.37657], [0.86248, 1.45895, -3.94746], [2.65098, 2.39034, -3.01409], [1.13506, 3.80046, -4.33481], [1.90527, 3.69415, -5.42848], [-0.15908, 3.85200, -4.70603], [1.44689, 4.96890, -3.74998], [-0.47546, 1.07490, -3.65610], [-0.93161, 0.10784, -4.72937], [-0.95466, 0.60427, -5.70166], [-0.23621, -0.74184, -4.79066], [-1.91251, -0.31674, -4.52758], [-1.16232, 1.92307, -3.65535], [-0.56118, 0.58362, -2.68403], [0.77370, 2.89174, -2.48046], [-3.12848, -2.29390, -0.10292], [-3.73942, -1.02969, 0.28030], [-3.22091, -3.08487, 0.86704], [-3.73019, -2.80729, -1.42221], [-3.66073, -1.88144, -2.45776], [-3.08888, -3.92621, -1.81457], [-5.04401, -3.16762, -1.31653], [-3.57560, 0.06753, -0.55435], [-3.94393, 1.32850, 0.23024], [-3.32057, 1.47121, 1.10923], [-3.79540, 2.18345, -0.44405], [-4.99866, 1.26656, 0.49442], [-4.20553, 0.01436, -1.44792], [-2.51786, 0.14886, -0.87080], [-2.04464, -2.06954, -0.33310], [1.18793, 1.31068, 1.19947], [0.27376, 0.54387, 0.43187], [0.82945, -0.68238, -0.29198], [1.89989, -0.53916, -1.25771], [-0.19786, 1.23234, -0.30534], [-0.57227, 0.24060, 1.05751], [0.02137, -1.24177, -0.79173], [1.21568, -1.42477, 0.43385], [0.49475, -3.47094, 3.84805], [-0.19522, -2.58290, 2.98909], [0.88338, -3.04584, 4.79047], [-0.24172, -4.21670, 4.16623], [1.31505, -4.00297, 3.34123], [0.42417, -1.89009, 2.70720], [3.54913, -3.65874, 0.01280], [3.07488, -3.11672, -1.22297], [3.77130, -2.85037, 0.71999], [2.84534, -4.36488, 0.45078], [4.49526, -4.17098, -0.17969], [2.71440, -2.21623, -1.08424], [-0.29153, -4.65383, -0.09968], [-1.07886, -5.15031, 0.93802], [0.11067, -3.64330, 0.12205], [0.58484, -5.28436, -0.28124], [-0.90539, -4.55997, -0.99877], [-1.77356, -4.44844, 1.08892], [2.94016, -0.35891, 3.28629], [1.52728, -0.27204, 3.21412], [3.39842, -0.44978, 2.28930], [3.37515, 0.58243, 3.68647], [3.24858, -1.14729, 3.96873], [1.32016, 0.38831, 2.48119], [0.13872, -3.56996, -3.80300], [1.08646, -2.54427, -3.41487], [0.17613, -3.66896, -4.88419], [0.39599, -4.51360, -3.31740], [-0.88031, -3.33579, -3.50016], [1.00391, -2.45575, -2.44448], [2.30748, 5.21890, -0.83586], [2.32207, 4.04106, -0.00198], [1.37569, 5.24173, -1.39981], [2.49609, 6.15061, -0.29473], [3.11231, 5.18579, -1.57882], [1.52571, 4.09137, 0.58717], [-1.51211, 3.96739, 1.69205], [-0.38065, 3.85200, 0.78177], [-2.37305, 4.35933, 1.15387], [-1.75733, 3.00370, 2.13634], [-1.23031, 4.67548, 2.47658], [-0.05200, 2.93684, 0.85452], [1.25529, 2.91414, 4.48958], [2.08533, 3.15146, 3.35180], [1.68277, 3.28491, 5.41628], [0.23252, 3.26729, 4.31204], [1.13436, 1.83049, 4.67613], [1.71727, 2.59694, 2.63907], [-2.05544, 0.67746, 4.13547], [-2.68549, 0.06990, 3.01411], [-1.32080, 1.48243, 3.95299], [-2.74709, 1.06750, 4.88003], [-1.46999, -0.12509, 4.62347], [-2.05327, -0.07108, 2.31458]],
  "mulliken_charge": [2.003, 1.863, 0.549, -0.257, -1.010, 0.663, -0.284, -0.260, -0.226, 0.393, -1.245, 0.333, 0.134, 0.356, 0.418, -0.393, -0.080, 1.719, -0.458, -1.022, 0.621, -0.288, -0.288, -0.331, 0.315, -1.073, 0.000, 0.384, 0.406, 0.376, -0.247, -1.050, -0.569, 1.201, 1.230, -1.344, 0.462, -1.246, -0.732, -0.162, -0.731, -0.233, 0.261, 0.274, 0.201, 0.242, -0.527, -0.426, 0.131, 0.191, 0.288, 0.384, 0.167, -0.653, -0.249, 0.386, -0.034, 0.450, -0.620, -0.251, 0.010, 0.231, 0.345, 0.283, -0.759, -0.304, 0.316, 0.360, 0.164, 0.105, -0.792, -0.266, 0.252, 0.368, 0.243, 0.240, -0.383, -0.715, 0.283, -0.072, 0.293, 0.272, -0.437, -0.565, 0.374, 0.136, 0.108, 0.199, -0.286, -0.429, -0.087, 0.349, 0.194, -0.142],
  "homo_energy_ev": -5.9,
  "de_lowest_kcal_mol": 0.00,
  "fmax_ev_per_a": 2.74,
  "lumo_energy_ev": -2.77
}

[2]
{
  "formula": "C19H52N14O28",
  "method": "the ωB97M-V functional and the def2-TZVPD basis",
  "symbols": ["N", "C", "C", "O", "C", "C", "C", "C", "O", "H", "H", "H", "H", "H", "H", "H", "H", "H", "H", "H", "H", "H", "C", "N", "O", "O", "H", "H", "H", "C", "N", "O", "O", "H", "H", "H", "C", "N", "O", "O", "H", "H", "H", "C", "N", "O", "O", "H", "H", "H", "C", "N", "O", "O", "H", "H", "H", "C", "N", "O", "O", "H", "H", "H", "C", "N", "O", "O", "H", "H", "H", "C", "N", "O", "O", "H", "H", "H", "C", "N", "O", "O", "H", "H", "H", "C", "N", "O", "O", "H", "H", "H", "C", "N", "O", "O", "H", "H", "H", "C", "N", "O", "O", "H", "H", "H", "C", "N", "O", "O", "H", "H", "H"],
  "xyz": [[1.69682, 0.05594, -0.73257], [1.81531, 1.48440, -1.06768], [0.49697, 2.09672, -1.46479], [-0.14280, 2.57560, -0.29117], [-1.54225, 2.41013, -0.30099], [-2.03502, 0.97901, -0.09278], [-2.50224, 0.34485, -1.36861], [-2.35107, -1.16103, -1.56257], [-3.55988, -0.50731, -1.32542], [1.77826, -0.09307, 0.26098], [2.46105, -0.43397, -1.16963], [2.16631, 2.03705, -0.20489], [2.51558, 1.61489, -1.87631], [0.68266, 2.89728, -2.17505], [-0.07011, 1.31827, -1.95789], [-1.91639, 3.01196, 0.51663], [-1.98725, 2.82135, -1.20574], [-2.89958, 0.99306, 0.55472], [-1.23217, 0.36343, 0.28403], [-2.39666, 0.94824, -2.24340], [-1.77875, -1.45961, -0.71239], [-2.01201, -1.18067, -2.58062], [0.89118, 3.34999, -5.94814], [1.34774, 2.38678, -4.90716], [2.17796, 2.75281, -4.09771], [0.84607, 1.27938, -4.91905], [1.41765, 4.28211, -5.79900], [1.11747, 2.90385, -6.91208], [-0.17602, 3.47333, -5.82222], [-4.92663, -0.11874, -4.14743], [-4.12090, 0.60759, -5.16696], [-3.31306, -0.02894, -5.81926], [-4.30499, 1.79974, -5.26911], [-4.64255, -1.16322, -4.16403], [-4.68334, 0.33257, -3.19246], [-5.97559, 0.01138, -4.39310], [1.70787, -1.89152, 3.69184], [2.20671, -1.05050, 2.57385], [3.00166, -1.54452, 1.79780], [1.79067, 0.08687, 2.50441], [2.16916, -2.86686, 3.61365], [1.98561, -1.39798, 4.61616], [0.62863, -1.95487, 3.59404], [6.01440, -2.54193, 4.83797], [4.80997, -3.32426, 5.22582], [3.85879, -2.72191, 5.69495], [4.83818, -4.52001, 5.04918], [5.82792, -1.50240, 5.05423], [6.84641, -2.92389, 5.42031], [6.17905, -2.70530, 3.77694], [4.79001, -0.97354, 8.92905], [5.27879, -0.07577, 7.84563], [6.06402, -0.53708, 7.03818], [4.85563, 1.05698, 7.83635], [5.25149, -1.94435, 8.80209], [5.06901, -0.51902, 9.87405], [3.71078, -1.03128, 8.83467], [-0.49006, 7.55151, -8.22438], [-0.03707, 6.63242, -7.14414], [0.78619, 7.03937, -6.35202], [-0.52631, 5.52114, -7.13056], [0.02983, 8.49376, -8.10782], [-0.25232, 7.07676, -9.17073], [-1.56315, 7.67015, -8.11627], [1.37381, -4.21631, -1.50019], [-0.05762, -3.93608, -1.20837], [-0.43367, -4.03018, -0.05429], [-0.76300, -3.64776, -2.14815], [1.86859, -4.46292, -0.57130], [1.39984, -5.04630, -2.19893], [1.78585, -3.32212, -1.95207], [-5.27572, 0.03079, 1.83052], [-5.55337, 1.41491, 2.29311], [-6.23616, 1.58667, 3.27788], [-5.03817, 2.29040, 1.62486], [-5.76652, -0.67733, 2.48647], [-5.64104, -0.04101, 0.81121], [-4.19821, -0.08684, 1.85219], [6.03582, -7.81651, 5.86358], [7.41853, -7.87023, 6.41503], [8.00332, -8.93220, 6.38888], [7.86921, -6.83303, 6.85800], [5.76901, -8.80386, 5.50915], [5.38078, -7.49190, 6.66510], [6.03352, -7.09045, 5.05670], [-6.25944, 5.17334, 1.82733], [-6.87880, 6.28416, 1.05149], [-8.06145, 6.50736, 1.21368], [-6.15266, 6.89838, 0.29659], [-7.02206, 4.72256, 2.44937], [-5.86054, 4.45980, 1.11839], [-5.46101, 5.59877, 2.42757], [-1.13169, -7.76944, 1.40619], [0.33681, -7.61272, 1.20854], [1.08221, -8.19338, 1.96812], [0.68181, -6.90051, 0.28890], [-1.29312, -8.42236, 2.25447], [-1.53892, -6.77797, 1.57833], [-1.53666, -8.19303, 0.49308], [-1.13777, 0.01805, -8.15524], [-0.27244, 1.17463, -8.51273], [0.92942, 1.05861, -8.36557], [-0.82450, 2.17120, -8.92838], [-0.50048, -0.78282, -7.80205], [-1.82277, 0.34500, -7.37981], [-1.67859, -0.27096, -9.05095], [-0.42637, 4.65630, 2.70820], [-1.80973, 4.28582, 3.12230], [-2.57714, 5.17670, 3.42201], [-2.07424, 3.10222, 3.12234], [-0.33674, 5.73426, 2.75166], [0.25674, 4.16950, 3.39633], [-0.27825, 4.28166, 1.69908]],
  "mulliken_charge": [-0.200, -0.738, -0.142, -0.254, -0.651, 0.027, 0.662, -1.015, -0.517, 0.026, 0.206, 0.209, 0.445, 0.256, 0.120, 0.063, 0.415, -0.697, 0.388, 0.687, 0.312, 0.384, -0.806, 0.967, -0.561, -0.547, 0.319, 0.280, 0.351, -0.626, 0.976, -0.582, -0.567, 0.287, 0.134, 0.325, -0.898, 0.964, -0.554, -0.526, 0.330, 0.305, 0.295, -0.806, 0.932, -0.527, -0.513, 0.342, 0.305, 0.306, -0.718, 0.888, -0.540, -0.518, 0.295, 0.304, 0.277, -0.721, 0.837, -0.530, -0.463, 0.297, 0.289, 0.288, -0.792, 0.967, -0.530, -0.534, 0.297, 0.298, 0.289, -0.721, 0.892, -0.567, -0.461, 0.333, 0.252, 0.319, -0.607, 0.860, -0.523, -0.534, 0.319, 0.255, 0.226, -0.550, 0.889, -0.545, -0.541, 0.274, 0.202, 0.266, -0.706, 0.856, -0.527, -0.488, 0.305, 0.267, 0.289, -0.657, 0.963, -0.549, -0.532, 0.284, 0.248, 0.317, -0.570, 0.909, -0.568, -0.488, 0.308, 0.291, 0.139],
  "homo_energy_ev": -8.9,
  "fmax_ev_per_a": 3.55,
  "lumo_energy_ev": -0.22
}

The records above yield orbital gap values of 3.17, 8.70 eV, respectively.
The records above yield energy values of -68948.0866, -98698.9254 eV, respectively.